1.
21
Properties=species:S:1:pos:R:3 method="wB97M-V/def2-TZVPD" orbital_gap_ev="2.8 / 9.9" total_energy_ha=-403.495417 spin_multiplicity=2 mol_weight_g_mol=119.16 charge=-1
C 1.349 0.175 -1.906
N 1.345 -1.027 -1.057
C 0.355 -1.362 -0.172
C -0.275 -0.187 0.629
C -1.017 -0.785 1.787
C 0.774 0.791 1.176
O 0.138 -2.529 0.102
H 0.932 0.065 -2.903
H 2.411 0.414 -2.038
H 0.883 1.019 -1.408
H 1.758 -1.792 -1.567
H -0.837 0.307 -0.178
H -0.569 -1.699 2.181
H -1.258 -0.176 2.662
H -2.024 -1.175 1.579
H 1.583 1.027 0.493
H 1.310 0.351 2.020
H 0.257 1.707 1.460
H -1.769 1.318 -0.544
H -2.652 2.114 -1.510
O -2.695 1.445 -0.808

---

2.
21
Properties=species:S:1:pos:R:3 method="wB97M-V/def2-TZVPD" orbital_gap_ev=10.5 total_energy_ha=-403.394961 mol_weight_g_mol=119.16 smiles=CC[C@H](C)N(O)OC
C -2.602 0.084 0.132
C -1.417 0.986 -0.148
C 0.080 0.217 -0.405
C -0.099 -0.783 -1.537
N 0.306 -0.375 0.871
O 0.564 0.619 1.850
O 1.734 -1.124 0.506
C 2.885 -0.311 0.515
H -3.515 0.685 0.216
H -2.765 -0.630 -0.679
H -2.479 -0.470 1.065
H -1.297 1.730 0.643
H -1.566 1.533 -1.084
H 0.781 1.017 -0.653
H 0.874 -1.151 -1.869
H -0.686 -1.648 -1.217
H -0.606 -0.321 -2.389
H 0.140 0.228 2.633
H 3.075 0.118 -0.479
H 2.840 0.516 1.237
H 3.755 -0.920 0.790

---

3.
21
Properties=species:S:1:pos:R:3 method="wB97M-V/def2-TZVPD" orbital_gap_ev=7.8 total_energy_ha=-403.447909 mol_weight_g_mol=119.16 smiles="C=C/C=C/NC.O.O"
C -0.045 0.158 2.956
C 0.384 -0.771 2.075
C 0.083 -0.554 0.618
C 0.097 -1.502 -0.356
N -0.477 -1.278 -1.603
C 0.208 -1.981 -2.762
H 0.242 0.006 4.059
H -0.714 0.937 2.660
H 0.908 -1.767 2.448
H -0.359 0.342 0.514
H 0.445 -2.480 -0.133
H -0.628 -0.252 -1.754
H 0.405 -3.017 -2.423
H -0.498 -1.705 -3.498
H 1.202 -1.454 -3.052
O 0.737 2.293 0.624
H 1.045 3.183 0.695
H 1.379 1.926 -0.001
O -1.521 2.347 -0.612
H -2.134 3.183 -0.467
H -0.759 2.386 0.012

---

4.
21
Properties=species:S:1:pos:R:3 method="wB97M-V/def2-TZVPD" orbital_gap_ev=7.0 total_energy_ha=-403.295798 mol_weight_g_mol=119.16
C -0.273 -0.092 1.257
C 0.661 -0.180 0.218
C -1.965 0.050 -1.961
C 1.216 1.032 -0.478
C 1.710 -0.359 1.950
N -1.211 -0.438 -0.836
O -1.419 -1.882 -0.750
O -0.752 1.041 1.766
H -1.018 -2.260 -1.550
H -0.546 1.786 1.185
H -0.712 -0.982 1.678
H 0.891 -1.175 -0.122
H -1.808 1.132 -2.027
H -1.648 -0.388 -2.930
H -3.048 -0.130 -1.866
H 0.406 1.696 -0.790
H 1.909 1.599 0.150
H 1.745 0.734 -1.381
H 2.652 -0.361 1.406
H 1.558 -1.309 2.454
H 1.651 0.488 2.628

---

5.
21
Properties=species:S:1:pos:R:3 method="wB97M-V/def2-TZVPD" orbital_gap_ev=10.0 total_energy_ha=-403.526419 mol_weight_g_mol=119.16 smiles="CC(C)N(C)C=O.O"
C -0.744 1.381 1.707
C -0.257 0.496 0.536
C 1.140 0.851 0.037
N -1.299 0.552 -0.546
C -1.347 -0.679 -1.318
C -1.318 1.686 -1.323
O -0.856 2.754 -0.978
H -0.631 0.842 2.648
H -0.171 2.305 1.691
H -1.784 1.686 1.650
H -0.254 -0.544 0.854
H 1.905 0.476 0.722
H 1.302 1.923 0.068
H 1.258 0.426 -0.959
H -0.399 -1.193 -1.465
H -2.086 -1.392 -0.932
H -1.752 -0.570 -2.333
H -1.855 1.631 -2.276
O 3.395 -4.189 0.834
H 2.924 -3.513 0.388
H 2.830 -4.931 0.995

---

6.
21
Properties=species:S:1:pos:R:3 method="wB97M-V/def2-TZVPD" orbital_gap_ev=9.9 total_energy_ha=-403.472242 mol_weight_g_mol=119.16 smiles=CCC(O)(O)CCN
C -1.981 0.555 -0.720
C -0.481 0.478 -0.964
C 0.186 -0.818 -0.457
O 1.530 -0.885 -0.907
O -0.534 -1.917 -0.968
C 0.263 -0.813 1.084
C 0.516 0.627 1.560
N 1.703 1.290 1.167
H -2.212 0.571 0.345
H -2.486 -0.311 -1.151
H -2.395 1.449 -1.188
H -0.331 0.504 -2.046
H 0.427 1.411 -0.768
H 1.527 -0.849 -1.873
H -0.123 -2.725 -0.634
H 1.063 -1.483 1.404
H -0.703 -1.148 1.462
H -0.252 1.144 0.830
H 0.293 0.779 2.618
H 1.510 1.512 0.049
H 2.479 0.628 1.158

---

7.
21
Properties=species:S:1:pos:R:3 method="wB97M-V/def2-TZVPD" orbital_gap_ev=10.1 total_energy_ha=-403.485111 mol_weight_g_mol=119.16 smiles=CC#N.COC.CO
C 1.313 -2.285 -0.415
C 0.868 -1.392 -1.445
N 0.508 -0.683 -2.267
H 0.919 -3.283 -0.601
H 2.402 -2.313 -0.407
H 0.960 -1.912 0.549
C -2.680 0.370 -1.154
O -2.640 1.101 0.046
C -1.864 0.478 1.038
H -1.677 0.229 -1.574
H -3.137 -0.616 -1.001
H -3.289 0.946 -1.848
H -0.819 0.372 0.723
H -1.916 1.115 1.919
H -2.261 -0.516 1.285
C 2.435 1.478 1.142
O 1.525 0.723 0.376
H 3.379 1.635 0.605
H 2.632 0.907 2.048
H 2.017 2.451 1.421
H 1.323 1.197 -0.440

---

8.
21
Properties=species:S:1:pos:R:3 method="wB97M-V/def2-TZVPD" orbital_gap_ev=10.4 total_energy_ha=-403.487277 mol_weight_g_mol=119.16 smiles="CC(N)(O)O.C=CC"
C -1.472 -0.906 -1.304
C -1.612 0.023 -0.112
N -2.926 0.268 0.272
O -0.847 -0.881 1.063
O -0.897 1.177 -0.213
H -2.101 -1.779 -1.156
H -1.766 -0.373 -2.208
H -0.436 -1.218 -1.394
H -3.035 1.058 0.891
H -3.649 0.013 -0.379
H -1.163 -0.587 1.926
H 0.100 0.965 -0.045
C 2.181 1.191 1.303
C 1.710 0.197 0.555
C 2.463 -0.380 -0.607
H 1.642 1.553 2.167
H 3.094 1.716 1.064
H 0.770 -0.434 0.922
H 1.897 -0.255 -1.535
H 3.436 0.103 -0.742
H 2.613 -1.452 -0.468

---

9.
21
Properties=species:S:1:pos:R:3 method="wB97M-V/def2-TZVPD" orbital_gap_ev=10.4 total_energy_ha=-403.444587 mol_weight_g_mol=119.16 smiles="CCC[C@H](N)C=O.O"
C 2.087 -0.788 -0.308
C 1.425 -0.565 1.083
C -0.149 -0.906 1.150
C -0.912 -0.095 0.103
N -0.362 1.329 0.014
C -2.439 0.093 0.495
O -3.221 -0.791 0.419
H 1.245 -0.768 -1.056
H 2.822 0.127 -0.510
H 2.765 -1.710 -0.302
H 1.433 0.534 1.410
H 1.937 -0.931 1.849
H -0.436 -1.868 0.992
H -0.700 -0.598 2.081
H -1.055 -0.532 -0.927
H -0.623 1.745 1.009
H 0.564 1.337 -0.188
H -2.720 1.113 1.028
O -0.560 0.684 -3.018
H -1.314 1.304 -2.820
H 0.214 1.286 -2.503

---

10.
21
Properties=species:S:1:pos:R:3 method="wB97M-V/def2-TZVPD" orbital_gap_ev=9.5 total_energy_ha=-403.461902 mol_weight_g_mol=119.16 smiles="CC(C)N(C)C=O.O"
C -1.339 -2.425 0.225
C -0.253 -1.268 0.415
C -0.397 -0.543 1.724
N -0.211 -0.343 -0.641
C 0.955 -0.361 -1.533
C -1.091 0.773 -0.744
O -2.041 0.738 0.053
H -1.523 -2.977 1.165
H -2.235 -2.061 -0.260
H -0.863 -3.376 -0.228
H 0.847 -1.746 0.375
H 0.052 -1.299 2.601
H -1.436 -0.350 1.872
H 0.069 0.429 1.936
H 0.866 0.307 -2.302
H 1.755 -0.057 -0.911
H 1.221 -1.254 -1.932
H -1.167 1.430 -1.537
O 2.063 4.500 0.135
H 2.885 5.079 0.405
H 1.844 4.802 -0.816

---

11.
21
Properties=species:S:1:pos:R:3 method="wB97M-V/def2-TZVPD" orbital_gap_ev=10.4 total_energy_ha=-403.541003 mol_weight_g_mol=119.16 smiles="CCCCNC=O.O"
C -1.954 -1.914 0.111
C -1.643 -0.769 -0.861
C -0.514 0.163 -0.375
C 0.876 -0.330 -0.785
N 1.540 -1.063 0.300
C 2.139 -2.248 0.054
O 2.370 -2.704 -1.047
H -1.091 -2.530 0.338
H -2.345 -1.507 1.039
H -2.682 -2.558 -0.368
H -2.540 -0.147 -0.961
H -1.413 -1.179 -1.848
H -0.639 1.132 -0.864
H -0.640 0.326 0.693
H 0.817 -1.076 -1.578
H 1.496 0.466 -1.179
H 1.700 -0.580 1.169
H 2.368 -2.858 0.943
O 0.871 6.114 1.806
H 0.520 6.722 2.460
H 0.763 6.541 0.953

---

12.
21
Properties=species:S:1:pos:R:3 method="wB97M-V/def2-TZVPD" orbital_gap_ev="9.2 / 4.0" total_energy_ha=-403.207156 spin_multiplicity=2 mol_weight_g_mol=119.16 charge=+1
C 0.070 0.418 -2.783
C -1.007 0.695 -1.747
C 0.349 -1.055 -2.852
O -0.527 -1.826 -3.119
O 1.596 -1.553 -2.650
H -0.276 0.736 -3.761
H 0.957 1.017 -2.585
H -1.792 -0.051 -1.824
H -1.384 1.720 -1.772
H -0.581 0.714 -0.732
C -0.288 -0.408 2.758
C -0.307 1.080 2.429
N 0.956 -1.019 2.766
H -0.833 -0.579 3.708
H -0.962 -0.916 2.046
H 0.268 1.291 1.527
H -0.058 1.731 3.256
H 1.122 -1.971 3.095
H 2.283 -0.909 -2.858
H 1.736 -0.392 2.979
H -1.320 1.277 2.119

---

13.
21
Properties=species:S:1:pos:R:3 method="wB97M-V/def2-TZVPD" orbital_gap_ev="9.7 / 4.7" total_energy_ha=-403.103166 spin_multiplicity=2 mol_weight_g_mol=119.16 charge=+1
C 1.265 -0.010 0.589
N 0.247 0.165 -0.399
C 0.945 0.607 -1.671
C 0.511 -2.161 -1.574
C -0.396 -1.170 -0.773
C -1.128 -1.862 0.406
O -2.250 -2.316 0.308
H 2.062 0.806 0.311
H 0.917 0.121 1.598
H 1.857 -0.950 0.629
H 1.732 -0.108 -2.074
H 1.164 1.646 -1.494
H 0.157 0.896 -2.396
H 1.271 -1.844 -2.439
H -0.151 -2.856 -2.097
H 1.210 -2.659 -0.853
H -1.226 -0.943 -1.521
H -0.457 -2.099 1.330
H -2.091 5.490 4.316
H -2.785 4.251 3.660
O -2.853 4.997 4.144

---

14.
21
Properties=species:S:1:pos:R:3 method="wB97M-V/def2-TZVPD" orbital_gap_ev="10.6 / 5.1" total_energy_ha=-403.162511 spin_multiplicity=2 mol_weight_g_mol=119.16 charge=+1
C 0.437 -0.988 0.916
O 0.358 -1.882 -0.179
C -0.544 0.210 0.449
C -0.200 1.549 1.220
C 1.260 1.763 1.321
C 1.974 2.426 0.419
N -1.867 -0.217 0.630
H 1.487 -0.708 1.013
H 0.014 -1.514 1.772
H 0.314 -2.830 0.071
H -0.315 0.313 -0.611
H -0.796 2.314 0.715
H -0.692 1.512 2.191
H 1.781 1.326 2.164
H 3.042 2.594 0.390
H 1.501 2.966 -0.400
H -2.139 -0.943 -0.027
H -2.007 -0.542 1.589
H -1.986 -2.475 -4.437
H -0.481 -2.338 -4.284
O -1.142 -2.536 -4.922

---

15.
21
Properties=species:S:1:pos:R:3 method="wB97M-V/def2-TZVPD" orbital_gap_ev="10.5 / 6.0" total_energy_ha=-403.119540 spin_multiplicity=2 mol_weight_g_mol=119.16 charge=+1
O -0.835 -1.063 -1.960
C -0.264 -0.098 -1.715
C 0.172 0.155 -0.138
C -0.778 -0.240 0.952
C -2.033 0.564 0.678
C -1.059 -1.724 0.719
N 0.598 1.604 0.164
H 0.118 0.766 -2.224
H 1.302 -0.277 0.021
H -0.471 -0.189 2.079
H -2.636 0.123 -0.177
H -2.723 0.314 1.515
H -1.827 1.674 0.597
H -1.005 -1.994 -0.450
H -2.018 -2.197 1.151
H -0.253 -2.296 1.122
H 0.184 2.149 0.981
H 1.608 1.624 0.266
H 3.109 0.013 -0.021
H 3.443 0.267 1.485
O 3.429 0.669 0.652

---

16.
22
Properties=species:S:1:pos:R:3 method="wB97M-V/def2-TZVPD" orbital_gap_ev=9.8 total_energy_ha=-478.682078 mol_weight_g_mol=135.16 smiles="CCC(O)(O)CO.C=N"
C 1.786 0.034 1.310
C 1.131 0.705 0.126
C -0.688 0.797 -0.093
O -0.883 2.132 -0.400
O -1.216 -0.023 -1.040
C -1.323 0.471 1.258
O -2.720 0.695 1.208
H 2.818 0.384 1.396
H 1.813 -1.046 1.223
H 1.312 0.283 2.256
H 1.180 1.784 0.265
H 1.640 0.550 -0.820
H -1.770 2.244 -0.770
H -0.554 -0.206 -1.842
H -0.929 1.132 2.028
H -1.093 -0.567 1.512
H -3.071 0.146 0.495
C 0.442 -1.739 -1.999
N 1.070 -1.839 -0.879
H 1.005 -1.345 -2.841
H -0.441 -2.338 -2.249
H 0.490 -2.253 -0.144

---

17.
22
Properties=species:S:1:pos:R:3 method="wB97M-V/def2-TZVPD" orbital_gap_ev="10.0 / 5.7" total_energy_ha=-478.411229 spin_multiplicity=2 mol_weight_g_mol=135.16 charge=+1
O -0.815 -2.384 1.217
C -0.381 -1.844 0.219
C -0.102 -0.334 0.208
C -1.455 0.418 0.112
C -2.194 0.424 1.442
N 0.745 0.111 -0.916
C 2.082 -0.501 -0.940
O 2.018 -1.847 -1.320
H -0.132 -2.413 -0.737
H 0.449 -0.024 1.218
H -1.303 1.443 -0.208
H -2.064 0.034 -0.695
H -1.671 0.987 2.185
H -2.301 -0.604 1.761
H -3.224 0.819 1.350
H 0.266 0.001 -1.790
H 2.751 0.072 -1.632
H 2.516 -0.584 0.072
H 1.968 -1.967 -2.265
H 1.037 2.155 -0.278
H 0.646 3.008 0.883
O 1.164 3.029 0.114

---

18.
23
Properties=species:S:1:pos:R:3 method="wB97M-V/def2-TZVPD" orbital_gap_ev="3.2 / 8.9" total_energy_ha=-553.971771 spin_multiplicity=2 mol_weight_g_mol=151.16 charge=-1
O -2.688 -0.312 -0.358
C -1.621 -0.360 0.201
C -0.700 0.875 0.511
C -0.220 1.348 -0.874
C 1.248 1.044 -1.156
C 1.581 -0.168 -1.963
O 0.871 -1.096 -2.236
N -1.344 1.904 1.285
H -1.235 -1.282 0.658
H 0.087 0.347 1.026
H -0.813 0.819 -1.592
H -0.418 2.398 -1.059
H 1.758 1.893 -1.623
H 1.821 1.079 -0.222
H 2.630 -0.118 -2.332
H -1.496 1.547 2.226
H -2.255 2.140 0.917
H 1.461 -1.206 1.153
H 2.541 -2.184 0.821
O 2.258 -1.286 0.600
H 0.139 -0.626 3.285
H -0.548 -1.947 2.893
O -0.029 -1.210 2.514

---

19.
24
Properties=species:S:1:pos:R:3 method="wB97M-V/def2-TZVPD" orbital_gap_ev=9.4 total_energy_ha=-952.105631 mol_weight_g_mol=183.23 smiles="CC[C@](O)(N(C)C)S(=O)(=O)O"
C 1.772 -0.578 -1.751
C 1.851 0.425 -0.567
C 0.380 0.468 0.470
O 0.626 1.525 1.276
N -0.344 -0.558 1.090
C -1.452 -0.202 1.968
C -0.136 -1.919 0.677
S -0.702 1.419 -0.889
O -0.454 1.747 -2.301
O -1.211 2.590 -0.123
O -1.944 0.330 -0.881
H 2.482 -0.264 -2.603
H 1.988 -1.637 -1.656
H 0.793 -0.501 -2.327
H 1.929 1.490 -0.768
H 2.609 0.216 0.232
H -0.128 2.176 1.284
H -1.931 0.667 1.614
H -2.215 -1.048 1.919
H -1.081 -0.134 3.077
H 0.257 -2.389 1.621
H -1.045 -2.317 0.426
H 0.560 -2.070 -0.258
H -2.604 0.564 -1.529

---

20.
26
Properties=species:S:1:pos:R:3 method="wB97M-V/def2-TZVPD" orbital_gap_ev=8.9 total_energy_ha=-1102.533410 mol_weight_g_mol=215.23 smiles="C[NH2+]C(C(O)(O)O)=[S@](=O)([O-])O.C=C"
C 0.160 0.683 -2.024
N 0.673 -0.122 -0.902
C 0.123 0.034 0.445
C -1.172 0.842 0.450
O -1.636 1.054 1.750
O -2.101 0.061 -0.266
O -1.025 2.143 -0.074
S 1.251 1.035 1.342
O 2.500 0.556 0.826
O 0.917 0.945 2.780
O 1.222 2.589 0.918
H 0.275 1.722 -1.610
H 0.584 0.439 -3.073
H -0.869 0.450 -2.126
H 1.660 -0.047 -0.526
H 0.600 -1.198 -1.114
H -0.976 0.971 2.356
H -3.017 0.247 0.051
H -1.833 2.672 -0.359
H 0.568 2.991 1.600
C 0.449 -2.891 0.582
C 0.226 -3.122 -0.717
H 1.389 -3.220 1.081
H -0.184 -2.022 1.039
H -0.679 -2.952 -1.253
H 0.896 -3.860 -1.174

---

21.
20
Properties=species:S:1:pos:R:3 method="wB97M-V/def2-TZVPD" orbital_gap_ev=10.9 total_energy_ha=-594.053342 mol_weight_g_mol=118.14 charge=+1
C -0.298 -1.632 -0.527
C 0.513 -1.341 0.717
C -1.168 -0.337 -0.783
C 1.024 0.101 0.661
C -1.234 1.904 0.164
N -0.398 0.868 -0.399
P 2.419 0.566 -0.426
H 0.398 -1.707 -1.480
H -1.071 -2.332 -0.578
H -0.011 -1.618 1.534
H 1.264 -2.119 0.841
H -1.505 -0.366 -1.720
H -2.043 -0.488 0.014
H 0.740 0.497 1.647
H -1.827 2.430 -0.465
H -1.714 1.388 1.054
H -0.630 2.658 0.503
H 0.059 1.117 -1.274
H 2.997 -0.768 -0.669
H 3.368 0.522 0.574

---

22.
20
Properties=species:S:1:pos:R:3 method="wB97M-V/def2-TZVPD" orbital_gap_ev=9.4 total_energy_ha=-651.181499 mol_weight_g_mol=119.23 smiles=CCNCCCS
C -0.420 0.911 -2.805
C -0.467 1.350 -1.324
N -0.470 0.193 -0.477
C -0.405 0.459 1.014
C 0.941 -0.052 1.704
C 1.060 -1.499 1.604
S -0.139 -2.657 2.504
H -0.556 1.804 -3.391
H 0.459 0.272 -3.022
H -1.260 0.243 -2.903
H -1.267 2.021 -1.010
H 0.452 1.911 -1.174
H -1.202 -0.364 -0.954
H -1.376 -0.049 1.452
H -0.436 1.571 0.990
H 1.736 0.491 1.205
H 0.781 0.356 2.652
H 0.887 -1.873 0.514
H 1.997 -1.853 2.077
H -0.317 -3.233 1.345

---

23.
20
Properties=species:S:1:pos:R:3 method="wB97M-V/def2-TZVPD" orbital_gap_ev=8.9 total_energy_ha=-651.153704 mol_weight_g_mol=119.23
C -0.163 -1.300 -0.505
C -0.689 -0.214 -1.475
C -1.267 0.995 -0.733
S -2.207 0.758 0.798
C 0.983 -0.824 0.414
N 2.270 -0.425 -0.228
C 3.122 0.240 0.775
H 0.260 -2.155 -1.006
H -0.910 -1.580 0.224
H -1.483 -0.721 -1.997
H -0.022 0.182 -2.265
H -0.584 1.774 -0.404
H -2.041 1.420 -1.357
H -2.649 -0.964 0.793
H 0.552 -0.114 1.136
H 1.219 -1.736 1.018
H 1.812 0.309 -0.790
H 2.659 1.072 1.330
H 4.031 0.550 0.280
H 3.372 -0.535 1.484